(1)
Below is a single C5H8O2 molecule at a distorted geometry, with properties calculated with ωB97M-V with the def2-TZVPD basis set.

```
15
C5H8O2, DFT ωB97M-V with the def2-TZVPD basis set
O -0.1131 -1.4963 1.9781
C -0.4321 -0.2908 1.3365
C -1.0876 -0.4228 -0.0681
C 0.1897 0.1774 -0.6507
C 0.4335 0.8794 -1.8909
O 0.7363 -0.5066 -1.7631
C 0.7748 0.4588 0.7103
H 0.4287 -2.0126 1.3656
H -1.0202 0.2929 2.0472
H -1.1873 -1.4650 -0.3964
H -2.0541 0.0741 -0.2147
H -0.5270 1.2225 -2.2388
H 1.3217 1.4941 -2.0353
H 1.7708 0.0585 0.8938
H 0.7660 1.5364 0.9264
```

Values from the calculation:
structure (SMILES)	O[C@H]1C[C@]2(CO2)C1
energy	-9407.135	eV
ΔE to the lowest compared entry with this formula, charge and spin	62.2	kcal per mole
Kohn-Sham gap	11.09	eV
total charge	0

***

(2)
Below is 11 unconnected molecules or ions with the total composition C2H26NO11 at a distorted geometry, with properties calculated with ωB97M-V with the def2-TZVPD basis set.

```
40
C2H26NO11, DFT ωB97M-V with the def2-TZVPD basis set
O -1.7310 -0.3441 -2.6117
C -0.6827 -0.0376 -2.1135
C -0.5941 0.0497 -0.5899
N -1.8620 -0.4004 0.0151
H 0.2162 0.2221 -2.6741
H 0.2611 -0.5867 -0.2155
H -0.3247 1.0900 -0.2579
H -2.6727 0.1678 -0.3173
H -2.0546 -1.4045 -0.1647
H -1.8273 -0.3035 1.0683
H -0.1571 3.0897 0.6530
H -0.3682 3.6237 2.1206
O -0.4811 2.8396 1.5398
H -3.5924 2.4283 1.0476
H -2.0757 2.2586 1.2317
O -2.8688 1.7995 0.9027
H 1.1483 -2.7879 -1.0067
H 0.2324 -3.7838 -1.7777
O 0.2245 -2.9569 -1.2454
H -0.7933 -3.1516 0.1406
H -1.7893 -3.9875 0.9048
O -1.4803 -3.0762 0.7867
H 0.3652 0.0226 2.2958
H 0.5046 1.5313 1.9909
O 1.0154 0.6938 2.1280
H 3.0576 1.7781 -2.0916
H 2.5093 0.9554 -0.9004
O 2.2302 1.4858 -1.6747
H -0.9934 -2.0060 2.1194
H -1.2299 -1.2056 3.4724
O -0.9292 -1.1057 2.5403
H 2.2344 0.2870 1.0924
H 3.7668 0.2029 1.0119
O 2.9797 0.0600 0.4751
H 3.4957 -2.5139 -1.1416
H 2.8174 -1.5317 -0.1682
O 2.7539 -2.4056 -0.5759
H 0.4484 4.0352 -1.4633
H 1.0481 2.6185 -1.2285
O 0.3452 3.2201 -0.9681
```

Values from the calculation:
energy	-26505.150	eV
ΔE to the lowest compared entry with this formula, charge and spin	0.0	kcal per mole
Kohn-Sham gap	10.89	eV
total charge	+1

***

(3)
Below is a single C16H18N4O5S molecule at a distorted geometry, with properties calculated with ωB97M-V with the def2-TZVPD basis set.

```
44
C16H18N4O5S, DFT ωB97M-V with the def2-TZVPD basis set
C -5.8100 -1.5187 1.7415
O -5.2363 -0.1900 1.7795
C -3.8922 -0.0445 1.6707
C -3.4025 1.2804 1.7393
C -2.0476 1.5172 1.6679
C -1.1464 0.4574 1.4549
C 0.3279 0.7529 1.4512
C 1.1588 0.2071 0.3171
S 2.8261 0.1551 0.9861
C 2.8168 -0.5229 2.6809
C 3.5366 -1.2278 0.0703
O 0.8248 1.4361 2.3560
C -1.6367 -0.8556 1.4139
C -2.9876 -1.1183 1.5331
H -6.8887 -1.3312 1.7429
H -5.5156 -2.0670 0.8303
H -5.5287 -2.1049 2.6341
H -4.1184 2.0952 1.8601
H -1.6673 2.5288 1.7985
H 0.7983 -0.8083 -0.0158
H 3.8652 -0.5457 3.0202
H 2.2413 0.1686 3.3033
H 2.4104 -1.5392 2.6982
H 4.6046 -1.2170 0.3142
H 3.0864 -2.1780 0.3931
H 3.3803 -1.0450 -0.9981
H -0.9250 -1.6825 1.3414
H -3.3518 -2.1478 1.5103
C -0.5917 -1.4342 -3.6087
O 0.7096 -0.9988 -4.0298
C 1.2784 -0.0729 -3.2666
N 2.4619 0.4186 -3.7208
C 2.9195 1.4086 -2.9809
N 4.0639 2.1538 -3.2549
O 4.0944 3.0740 -2.2129
N 2.9597 2.8840 -1.2892
O 2.8616 3.6436 -0.3517
C 2.2412 1.8424 -1.7863
C 1.0486 1.1826 -1.2963
N 0.5580 0.2069 -2.1727
H -0.8647 -2.1635 -4.3725
H -0.5548 -1.8835 -2.6075
H -1.2977 -0.5968 -3.5867
H 0.3896 1.8809 -0.7577
```

Values from the calculation:
energy	-43909.180	eV
ΔE to the lowest compared entry with this formula, charge and spin	213.4	kcal per mole
Kohn-Sham gap	7.01	eV
total charge	0

***

(4)
Below is a single C3H2Br4 molecule at a distorted geometry, with properties calculated with ωB97M-V with the def2-TZVPD basis set.

```
9
C3H2Br4, DFT ωB97M-V with the def2-TZVPD basis set
Br -0.9533 0.8530 2.1437
C -0.4057 0.4864 0.4208
Br -0.9636 2.1451 -0.8786
C 0.9657 0.0674 0.0180
C -0.1932 -0.7547 -0.3330
Br -0.9228 -0.9302 -2.2274
Br -0.5759 -2.2603 0.7258
H 1.4729 0.7907 -0.6908
H 1.5761 -0.3976 0.8216
```

Values from the calculation:
structure (SMILES)	BrC1(Br)CC1(Br)Br
energy	-283311.135	eV
ΔE to the lowest compared entry with this formula, charge and spin	17.5	kcal per mole
Kohn-Sham gap	9.02	eV
total charge	0

***

(5)
Below is 2 unconnected molecules or ions with the total composition C3H6N4O at a distorted geometry, with properties calculated with ωB97M-V with the def2-TZVPD basis set.

```
14
C3H6N4O, DFT ωB97M-V with the def2-TZVPD basis set
C -1.1102 -2.5831 1.1117
C 0.5521 -0.7456 -1.2921
C 0.3988 2.5663 0.1887
H -0.5332 -3.6785 1.0755
H -2.0256 -2.2766 1.8010
H 0.7589 -1.2834 -2.3222
H -0.9099 0.8404 0.7374
H -0.2952 3.2948 0.8226
H 2.4928 2.4099 -0.7825
N -1.0531 -1.4959 0.3274
N 0.6390 0.4169 -0.6345
N 0.0078 1.1847 0.2175
N 1.2460 3.1613 -0.5725
O -0.1683 -1.8111 -0.6781
```

Values from the calculation:
energy	-11207.276	eV
ΔE to the lowest compared entry with this formula, charge and spin	219.1	kcal per mole
Kohn-Sham gap	8.55	eV
total charge	0

***

(6)
Below is 2 unconnected molecules or ions with the total composition C4H6BBrO2 at a distorted geometry, with properties calculated with ωB97M-V with the def2-TZVPD basis set.

```
14
C4H6BBrO2, DFT ωB97M-V with the def2-TZVPD basis set
B 0.1724 -0.5715 0.6954
C 1.7626 -0.7962 2.5905
C 2.8726 -0.1649 2.4372
C -1.3604 -0.0002 -0.7769
C 0.0720 0.5487 -1.1815
O -1.1255 -0.6599 0.4514
O 0.9159 0.1121 -0.1736
Br 4.3228 -0.2390 3.7652
H 1.4550 -1.6291 3.1609
H 3.1343 0.4067 1.5042
H -1.9581 0.8317 -0.5549
H -1.6297 -0.7520 -1.5411
H 0.4311 -0.0566 -2.1377
H -0.0401 1.5496 -1.1517
```

Values from the calculation:
energy	-79056.357	eV
ΔE to the lowest compared entry with this formula, charge and spin	69.0	kcal per mole
Kohn-Sham gap	8.89	eV
total charge	0

***

(7)
Below is 3 unconnected molecules or ions with the total composition C3H12N2O2 at a distorted geometry, with properties calculated with ωB97M-V with the def2-TZVPD basis set.

```
19
C3H12N2O2, DFT ωB97M-V with the def2-TZVPD basis set
C 2.5859 0.5544 0.3910
C 1.0649 0.4162 0.1916
N 0.4914 -0.7168 0.8750
C -0.5830 -0.6725 1.5362
N -1.7213 0.0569 1.1916
H 3.2380 0.3289 -0.4705
H 2.6440 1.5433 0.8788
H 3.0272 -0.2357 1.0220
H 0.5775 1.2943 0.6161
H 0.8017 0.4837 -0.8742
H -0.7439 -1.5470 2.1667
H -1.7224 0.6511 0.3482
H -2.6607 -0.2601 1.3762
O -3.1961 1.7835 -1.1427
H -2.4972 1.1227 -1.2364
H -2.9592 2.4703 -1.7754
O 0.3944 -2.7154 -1.5585
H 0.6092 -2.6222 -2.4929
H 0.6495 -1.9355 -1.0427
```

Values from the calculation:
structure (SMILES)	CC/N=C\N.O.O
energy	-10379.452	eV
ΔE to the lowest compared entry with this formula, charge and spin	48.4	kcal per mole
Kohn-Sham gap	9.23	eV
total charge	0

***

(8)
Below is a molecular structure, Cl2IMnO8 at a distorted geometry, with properties calculated with ωB97M-V with the def2-TZVPD basis set.

```
12
Cl2IMnO8, DFT ωB97M-V with the def2-TZVPD basis set
Mn 0.4722 -0.4394 -0.4091
I 2.6998 0.7910 -1.2059
Cl 1.4253 -0.5474 3.1390
O 1.0907 0.6405 3.9045
O 2.7983 -0.7660 2.7247
O 1.0919 -1.7223 3.9206
O 0.5993 -0.6414 1.9238
Cl -2.0606 0.4975 -2.7723
O -0.6486 0.7662 -2.4263
O -2.1544 0.7473 -4.2052
O -2.4214 -0.8218 -2.4498
O -2.8923 1.4957 -2.1440
```

Values from the calculation:
2S+1	6
energy	-80833.884	eV
ΔE to the lowest compared entry with this formula, charge and spin	0.0	kcal per mole
<S²>	8.755
Kohn-Sham gap (spin up / spin down)	7.66 / 7.45	eV
total charge	-1